# 1
{
  "formula": "C10H17N2",
  "method": "the ωB97M-V functional and the def2-TZVPD basis",
  "gap_ha": [0.2386, 0.2905],
  "e_above_lowest_kcal_mol": 92.01,
  "homo_energy_ev": [-10.31, -10.87],
  "total_charge": 1,
  "elements": ["C", "C", "C", "C", "C", "C", "C", "C", "C", "C", "N", "N", "H", "H", "H", "H", "H", "H", "H", "H", "H", "H", "H", "H", "H", "H", "H", "H", "H"],
  "coordinates": [[1.082, 1.546, -1.356], [1.943, 2.275, -0.561], [0.915, 0.327, -0.706], [1.748, 0.297, 0.379], [1.618, -1.027, 1.131], [0.004, -0.756, -0.653], [-1.695, 1.721, 0.903], [-3.254, 0.253, -0.523], [1.194, -2.804, -0.673], [-2.356, 0.420, 0.661], [2.445, 1.413, 0.493], [0.646, -1.748, 0.223], [0.573, 1.817, -2.288], [2.162, 3.362, -0.575], [2.468, -1.544, 1.349], [1.122, -0.730, 2.088], [-0.544, -1.299, -1.463], [-1.643, 1.958, 1.888], [-2.074, 2.623, 0.431], [-0.542, 1.730, 0.694], [-3.177, 1.228, -1.079], [-4.302, 0.126, -0.215], [-2.934, -0.727, -1.040], [0.395, -3.209, -1.353], [2.132, -2.461, -1.155], [1.430, -3.637, -0.010], [-2.290, -0.303, 1.520], [3.131, 1.473, 1.186], [-0.198, -2.325, 0.706]],
  "atomic_forces_ev_per_a": [[0.1325, 1.5625, -0.0770], [0.9438, 0.3330, 0.3123], [-1.0127, -1.2200, 0.0818], [-0.1117, -2.6987, -0.0615], [-2.9044, 3.2461, 0.3042], [-0.7440, -0.0926, -1.1281], [2.3004, -0.2938, -2.0563], [0.6158, -0.6124, 0.1802], [0.8221, -1.3679, 0.3107], [0.8269, -0.2038, 0.4557], [-1.9813, 1.0093, -1.9757], [-3.0059, -2.2253, 0.6973], [0.3200, 0.3402, 0.7272], [0.2550, -1.1766, -0.1042], [2.2837, -1.7278, 0.2432], [0.0297, -0.8835, -0.5296], [0.4032, 1.1201, 0.6893], [-0.2745, 0.5537, 3.3778], [-0.3456, -0.2625, -0.5555], [-1.7409, -0.2447, -0.2138], [-0.0964, -1.4586, -0.1773], [0.1542, -0.0285, -0.1027], [-0.7487, 1.7751, 0.0816], [0.9494, 0.9140, 0.4799], [-0.8710, -0.0759, -0.0348], [0.3434, -0.1146, -0.1274], [-0.3578, 0.5692, -1.1405], [1.2147, 1.1694, 0.8370], [2.5998, 2.0948, -0.4939]],
  "mulliken_charge": [-0.455, -0.714, 0.425, 0.016, -0.708, -0.669, -1.020, -0.879, -0.938, 0.124, 0.006, 0.009, 0.438, 0.369, 0.485, 0.329, 0.467, 0.420, 0.385, 0.026, 0.271, 0.346, 0.207, 0.364, 0.334, 0.427, 0.339, 0.144, 0.451]
}

---

# 2
{
  "formula": "C10H17N3O6",
  "method": "the ωB97M-V functional and the def2-TZVPD basis",
  "gap_ha": 0.3579,
  "e_above_lowest_kcal_mol": 78.36,
  "homo_energy_ev": -9.53,
  "total_charge": 0,
  "smiles": "NC(=O)CC[C@H](N)C(=O)N[C@@H](CCC(=O)O)C(=O)O",
  "elements": ["C", "C", "C", "C", "C", "C", "C", "C", "C", "C", "H", "H", "H", "H", "H", "H", "H", "H", "H", "H", "H", "H", "H", "H", "H", "H", "H", "N", "N", "N", "O", "O", "O", "O", "O", "O"],
  "coordinates": [[-1.279, -1.374, -0.284], [-0.503, -1.270, 1.051], [-1.616, 0.011, -0.876], [-2.433, 0.911, 0.041], [-3.953, 1.049, -0.361], [1.891, -0.781, 0.250], [1.967, -2.052, -0.594], [3.227, -0.339, 0.570], [3.698, 0.832, -0.203], [3.048, 2.085, 0.094], [-3.418, -1.423, -0.101], [-2.599, -2.225, 1.017], [-0.685, -1.924, -1.036], [-0.703, 0.486, -1.296], [-2.291, -0.021, -1.827], [-1.921, 1.951, -0.001], [-2.142, 0.657, 1.081], [-4.017, 1.819, 1.440], [-5.637, 1.875, 0.658], [1.265, -1.097, 2.093], [1.448, -0.052, -0.425], [3.366, -0.157, 1.592], [3.888, -1.099, 0.226], [3.618, 0.637, -1.189], [4.794, 1.042, 0.077], [2.335, 3.452, -0.757], [0.902, -1.093, -1.828], [-2.581, -2.018, 0.022], [-4.659, 1.498, 0.714], [0.887, -0.825, 1.151], [-1.080, -1.550, 2.154], [-4.361, 0.615, -1.432], [2.464, -3.064, -0.338], [2.719, 2.553, 1.190], [2.836, 2.716, -1.061], [1.523, -1.825, -1.812]],
  "atomic_forces_ev_per_a": [[-1.7330, 0.6524, 0.2322], [0.6301, -0.2266, 3.5956], [-0.4412, 0.4953, -2.3293], [2.0167, 2.0606, 0.0184], [0.9820, -1.7153, 0.1432], [-1.8122, 0.0485, -4.9056], [-0.4669, 2.9381, -0.4457], [1.7216, 0.0106, 0.4481], [2.7747, 0.4819, 3.2424], [-1.1094, 1.3281, 2.0890], [1.0689, -0.2359, -0.4592], [0.1841, -0.2782, -0.1075], [-0.4461, -0.1968, 0.5139], [-0.2903, 0.0944, 0.6208], [1.1824, -0.8437, 1.4548], [-1.1939, -1.2267, -0.2737], [-1.1928, -0.1229, -0.1759], [-1.0055, 0.0716, -0.0928], [1.6725, -0.6919, -0.0156], [-1.2127, 0.4169, -0.9027], [0.5566, 0.5326, -0.9745], [0.2344, 0.0463, 1.7106], [0.7144, -0.9686, 0.5143], [0.0577, -0.4820, -3.3213], [-1.3066, -0.5162, -0.6133], [-0.8318, 1.8365, -0.1426], [0.1643, 0.2882, -0.2035], [0.0212, -0.1051, 0.1035], [-0.7434, 0.9428, -0.2098], [-3.6065, -1.9405, 6.0627], [2.0907, 1.0643, -3.7804], [0.0966, 1.1103, 1.2866], [1.6493, -3.3856, 1.5564], [0.5789, -0.9942, -2.2074], [-0.0358, -0.0911, -0.1116], [-0.9691, -0.3982, -2.3200]],
  "mulliken_charge": [0.329, 0.127, -0.704, -1.106, 0.566, 0.397, 0.294, -1.121, -0.497, 0.410, 0.250, 0.341, 0.372, 0.344, 0.379, 0.404, 0.426, 0.242, 0.270, 0.299, 0.178, 0.463, 0.382, 0.453, 0.279, 0.340, 0.330, -0.764, -0.370, 0.073, -0.680, -0.597, -0.539, -0.614, -0.432, -0.523]
}

---

# 3
{
  "formula": "C10H17N4",
  "method": "the ωB97M-V functional and the def2-TZVPD basis",
  "gap_ha": [0.2939, 0.2939],
  "e_above_lowest_kcal_mol": 135.27,
  "homo_energy_ev": [-11.08, -11.08],
  "total_charge": 1,
  "elements": ["C", "C", "C", "C", "C", "C", "C", "C", "C", "C", "N", "N", "N", "N", "H", "H", "H", "H", "H", "H", "H", "H", "H", "H", "H", "H", "H", "H", "H", "H", "H"],
  "coordinates": [[2.177, -0.423, -0.095], [-0.016, 1.754, -0.001], [0.937, -1.057, -0.272], [-0.319, -0.670, 0.023], [1.058, -2.588, -0.489], [-1.529, -1.577, 0.057], [-2.467, 1.342, -1.584], [5.155, 1.294, 0.100], [-0.820, 0.837, 1.875], [-2.287, 0.984, -0.183], [3.334, -0.144, -0.108], [0.884, 2.417, -0.240], [4.479, 0.107, 0.052], [-0.858, 0.720, 0.392], [0.146, -2.993, -0.922], [1.159, -3.088, 0.475], [1.846, -2.675, -1.217], [-1.268, -2.650, 0.270], [-2.053, -1.654, -0.863], [-2.227, -1.322, 0.868], [-3.429, 0.965, -1.996], [-2.335, 2.391, -1.843], [-1.594, 0.966, -2.207], [4.421, 2.103, -0.153], [5.608, 1.457, 1.077], [5.949, 1.152, -0.647], [-0.080, 0.305, 2.381], [-0.569, 1.854, 2.154], [-1.805, 0.617, 2.250], [-2.812, -0.022, 0.033], [-2.586, 1.691, 0.520]],
  "atomic_forces_ev_per_a": [[0.1388, 0.4902, -0.3132], [0.8721, -0.6666, -0.7405], [-0.2930, -0.7463, 1.1408], [-1.5187, -0.1899, -0.6818], [-0.5930, 1.0020, -0.3290], [1.0300, -2.1851, 1.4047], [1.7289, 0.1505, -2.9292], [0.0433, 2.6500, -0.8951], [-1.7378, 1.5822, 0.9816], [-0.7576, -2.9832, 1.7471], [-2.2858, 0.4370, 0.4334], [-0.0297, 0.5927, -0.2216], [0.4674, -4.0688, 0.1741], [1.5194, -0.1097, -0.9211], [0.2807, 0.1405, -0.2744], [0.6857, -0.0021, -0.2007], [0.5699, -0.7685, 0.1697], [-0.0130, 1.2442, 0.0447], [-0.6705, 0.2595, -0.9713], [0.3704, -0.2611, -0.1996], [0.8125, 0.2234, 0.3531], [-0.5354, 0.3347, 0.5530], [-1.1609, -0.4076, 0.5303], [1.0848, -0.0341, 0.1428], [-0.0310, 0.0288, 0.0252], [-0.0404, 0.8605, 0.2660], [1.2109, -1.6213, 0.0108], [-0.4422, 0.4195, -0.1871], [-0.2378, -0.2857, 0.2566], [0.6503, 2.4939, -0.2911], [-1.1184, 1.4205, 0.9217]],
  "mulliken_charge": [0.151, 0.392, 1.103, 0.491, -1.665, -2.606, -1.282, -0.574, -0.932, -0.207, 1.027, -0.450, -1.406, 0.430, 0.438, 0.345, 0.448, 0.557, 0.396, 0.432, 0.340, 0.414, 0.296, 0.307, 0.250, 0.234, 0.325, 0.483, 0.385, 0.282, 0.594]
}

---

# 4
{
  "formula": "C10H17N4O5Pd",
  "method": "the ωB97M-V functional and the def2-TZVPD basis",
  "gap_ha": 0.2889,
  "e_above_lowest_kcal_mol": 0.00,
  "homo_energy_ev": -12.19,
  "total_charge": 1,
  "elements": ["Pd", "O", "C", "O", "C", "O", "C", "C", "O", "O", "H", "H", "H", "H", "H", "C", "N", "C", "N", "C", "N", "C", "N", "C", "C", "H", "H", "H", "H", "H", "H", "H", "H", "H", "H", "H", "H"],
  "coordinates": [[-0.106, -1.421, 0.204], [-3.229, -2.398, 2.628], [-2.158, -2.223, 1.911], [-2.094, -1.424, 0.977], [-0.972, -3.059, 2.344], [-0.144, -3.234, 1.195], [1.278, -3.529, 1.453], [2.084, -2.229, 1.220], [2.807, -1.775, 2.068], [1.832, -1.732, 0.004], [-3.939, -1.801, 2.333], [-1.294, -4.024, 2.733], [-0.453, -2.505, 3.135], [1.553, -4.270, 0.706], [1.400, -3.922, 2.458], [0.349, 1.399, 0.488], [0.076, 0.399, -0.614], [-1.211, 0.800, -1.294], [-1.132, 2.143, -1.802], [-0.852, 3.061, -0.694], [0.418, 2.735, -0.038], [1.495, 2.805, -1.033], [1.244, 1.880, -2.140], [1.196, 0.535, -1.633], [-0.030, 2.222, -2.768], [1.293, 1.114, 0.956], [-0.463, 1.322, 1.214], [-2.013, 0.719, -0.558], [-1.388, 0.093, -2.107], [-1.662, 3.005, 0.036], [-0.800, 4.078, -1.081], [2.443, 2.554, -0.558], [1.553, 3.821, -1.421], [2.123, 0.268, -1.135], [0.996, -0.177, -2.433], [-0.224, 1.537, -3.594], [0.024, 3.237, -3.160]],
  "atomic_forces_ev_per_a": [[0.1935, 0.0026, -0.2090], [-0.0103, -0.0217, 0.0406], [0.1394, 0.0758, -0.1714], [-0.0840, 0.0272, 0.0175], [-0.0794, -0.0754, 0.0687], [0.1526, 0.0450, 0.0322], [0.0692, -0.0298, 0.0680], [-0.0559, -0.2462, 0.1970], [-0.1165, -0.1255, -0.5657], [-0.0095, 0.3257, 0.4774], [-0.0083, -0.0052, 0.0100], [-0.0158, 0.0050, -0.0115], [0.0157, -0.0093, -0.0054], [0.0230, -0.0458, 0.0529], [-0.0524, 0.0419, 0.0204], [0.0030, -0.0309, -0.0347], [-0.1600, 0.0990, -0.0419], [0.0222, -0.0152, 0.0716], [-0.0104, 0.0173, -0.0191], [0.0082, 0.0000, -0.0072], [0.0079, 0.0173, 0.0034], [-0.0142, 0.0032, 0.0018], [0.0451, 0.0153, -0.0237], [-0.0542, -0.0849, 0.0461], [-0.0130, 0.0033, 0.0025], [-0.0008, 0.0072, 0.0062], [0.0056, -0.0026, 0.0046], [-0.0045, -0.0003, -0.0106], [-0.0061, 0.0066, -0.0060], [0.0015, -0.0013, 0.0030], [-0.0014, 0.0006, 0.0007], [-0.0003, -0.0014, 0.0024], [0.0023, -0.0024, -0.0031], [0.0044, -0.0013, -0.0029], [0.0027, 0.0081, -0.0145], [0.0003, -0.0012, -0.0003], [0.0003, -0.0008, -0.0003]],
  "mulliken_charge": [0.570, -0.402, 0.667, -0.607, -0.306, -0.545, -0.263, 0.565, -0.535, -0.724, 0.395, 0.419, 0.315, 0.286, 0.405, -0.479, 0.623, -0.542, 0.086, -0.751, 0.085, -0.701, 0.102, -0.589, -0.683, 0.262, 0.248, 0.271, 0.270, 0.344, 0.338, 0.358, 0.332, 0.200, 0.313, 0.339, 0.336]
}